Computed, not measured: a structure of composition C47H53Cl2KN11O3S, with the ωB97M-V functional and the def2-TZVPD basis.

Geometry as XYZ:
```
118
Properties=species:S:1:pos:R:3:lowdin_charge:R:1
K -0.4269 0.1228 0.2852 0.679
Cl -2.3140 7.2037 1.6501 0.608
C -2.0923 5.4846 1.8459 -0.691
C -1.5607 4.7508 0.8040 -0.054
C -1.3600 3.3686 0.8851 -0.234
N -0.9443 2.6542 -0.2542 0.036
C 0.0078 3.1819 -1.0075 -0.552
O 0.7082 4.2016 -0.8506 -0.022
C 0.2613 2.4131 -2.3052 -0.212
C 0.2402 3.1530 -3.4873 -0.011
C 0.4771 2.5167 -4.6908 -0.073
C 0.7537 1.1558 -4.6816 -0.072
C 0.7758 0.5064 -3.4586 -0.153
N 0.5427 1.1049 -2.2936 0.095
C -1.7125 2.7132 2.0955 -0.225
C -2.2534 3.4804 3.1319 -0.054
C -2.4410 4.8443 3.0218 -0.692
Cl -3.1126 5.7204 4.3715 0.609
N -1.4177 1.3550 2.3260 0.041
C -2.2693 0.6343 3.0254 -0.538
O -3.4380 0.8827 3.4066 -0.047
C -1.7464 -0.7293 3.4791 -0.202
C -2.1397 -1.1696 4.7456 -0.017
C -1.7561 -2.4260 5.1699 -0.074
C -1.0267 -3.2309 4.3030 -0.071
C -0.6933 -2.7143 3.0640 -0.162
N -1.0186 -1.4867 2.6635 0.099
H -1.2828 5.2632 -0.1044 0.105
H 0.0485 4.2154 -3.4249 0.117
H 0.4509 3.0696 -5.6225 0.099
H 0.9376 0.6030 -5.5929 0.096
H 0.9847 -0.5581 -3.4134 0.095
H -2.5461 2.9907 4.0480 0.104
H -2.7573 -0.5176 5.3463 0.113
H -2.0369 -2.7846 6.1532 0.099
H -0.7309 -4.2358 4.5747 0.095
H -0.1597 -3.3173 2.3361 0.087
C -3.2932 0.8401 -2.0651 -0.033
N -3.8066 0.3535 -0.7997 -0.126
C -4.1825 1.4170 0.1317 -0.033
C -3.5014 -0.9001 -0.3549 -0.363
N -2.4334 -1.4996 -0.8321 0.084
C -2.2589 -2.8865 -0.7586 -0.252
C -3.3036 -3.7797 -1.0139 -0.062
C -3.1298 -5.1530 -0.9691 -0.107
C -1.8825 -5.6737 -0.6624 -0.107
C -0.8236 -4.8073 -0.4417 -0.051
C -0.9692 -3.4192 -0.5158 -0.232
N 0.1112 -2.5701 -0.2307 0.124
C 1.3057 -2.8156 -0.6496 -0.379
N 1.6387 -3.5708 -1.7569 -0.156
C 2.8287 -4.3819 -1.8059 -0.078
C 0.7583 -3.6945 -2.8955 -0.050
N 2.3914 -2.2610 0.0035 -0.140
C 3.3081 -1.4501 -0.7958 -0.043
C 2.1807 -1.7624 1.3541 -0.069
N -4.3432 -1.4102 0.5953 -0.123
C -3.9370 -2.3463 1.6233 -0.037
C -5.7201 -0.9790 0.7289 -0.057
H -3.9802 1.6087 -2.4278 0.095
H -3.2510 0.0403 -2.7967 0.064
H -2.3064 1.2981 -1.9535 0.069
H -3.4760 2.2380 0.0121 0.078
H -4.1278 1.0846 1.1665 0.071
H -5.1908 1.7905 -0.0761 0.091
H -4.2805 -3.3710 -1.2464 0.118
H -3.9680 -5.8114 -1.1630 0.094
H -1.7327 -6.7444 -0.5970 0.092
H 0.1571 -5.2019 -0.1986 0.113
H 3.3869 -4.2823 -0.8785 0.088
H 3.4789 -4.0937 -2.6406 0.082
H 2.5598 -5.4366 -1.9452 0.086
H 0.0067 -2.9090 -2.8915 0.066
H 0.2522 -4.6665 -2.9245 0.089
H 1.3511 -3.5847 -3.8101 0.093
H 3.5914 -1.9628 -1.7131 0.071
H 4.2127 -1.2660 -0.2154 0.084
H 2.8616 -0.4804 -1.0402 0.065
H 1.7902 -2.5575 1.9835 0.071
H 1.5196 -0.8965 1.4142 0.020
H 3.1435 -1.4345 1.7472 0.087
H -2.8830 -2.5744 1.5428 0.069
H -4.5025 -3.2798 1.5316 0.093
H -4.1250 -1.8978 2.6027 0.095
H -6.0330 -0.4325 -0.1563 0.087
H -5.8592 -0.3458 1.6100 0.093
H -6.3516 -1.8663 0.8376 0.087
N 2.1171 1.4281 0.6838 -0.305
S 2.8274 2.7678 1.0970 1.033
C 3.7253 3.3650 -0.3477 -0.394
C 4.5125 4.5026 -0.2724 -0.081
C 5.1283 4.9706 -1.4214 -0.088
C 4.9490 4.3098 -2.6304 -0.093
C 4.1494 3.1792 -2.6942 -0.068
C 3.5285 2.7031 -1.5473 -0.081
C 4.2277 2.2614 2.0843 -0.381
C 5.3550 1.6657 1.5293 -0.072
C 6.3747 1.2277 2.3586 -0.083
C 6.2667 1.3856 3.7350 -0.096
C 5.1369 1.9696 4.2847 -0.085
C 4.1100 2.4087 3.4584 -0.082
H 1.1335 1.6357 0.8428 -0.088
H 4.6371 5.0266 0.6682 0.114
H 5.7393 5.8637 -1.3783 0.098
H 5.4228 4.6877 -3.5281 0.096
H 3.9851 2.6737 -3.6380 0.102
H 2.8615 1.8477 -1.5496 0.073
H 5.4236 1.5483 0.4549 0.112
H 7.2563 0.7621 1.9360 0.101
H 7.0699 1.0533 4.3811 0.098
H 5.0473 2.0854 5.3573 0.102
H 3.2146 2.8552 3.8737 0.110
C -2.5595 -2.3330 -4.0705 -0.162
O -1.5577 -1.4659 -3.5859 -0.169
H -2.4625 -3.3458 -3.6634 0.070
H -2.4631 -2.3784 -5.1560 0.077
H -3.5696 -1.9743 -3.8359 0.075
H -1.7202 -1.3208 -2.6334 0.025
```

Its total charge is -1. For the electronic energy, the calculation gives -4569.44120 Ha.

***

Computed, not measured: a structure of composition C47H55N3P at a distorted geometry, with the ωB97M-V functional and the def2-TZVPD basis.

Geometry as XYZ:
```
106
Properties=species:S:1:pos:R:3:lowdin_charge:R:1
C -3.5683 2.5384 0.2427 -0.058
C -2.8896 1.1685 0.3347 -0.363
C -3.3845 0.3305 -0.8425 -0.068
C -3.1517 0.4905 1.6917 -0.111
C -4.4708 0.1426 2.0029 -0.011
C -4.7824 -0.4050 3.2414 -0.036
C -3.7884 -0.6007 4.1964 -0.014
C -2.4650 -0.3098 3.8933 -0.160
C -1.3544 -0.4420 4.9180 -0.415
C -1.4195 -1.7460 5.6983 -0.043
C -1.3256 0.7809 5.8159 -0.027
C -2.1590 0.2014 2.6393 -0.161
N -0.7390 0.4410 2.3941 -0.183
P 0.4782 -0.7863 2.7898 1.285
H 0.2289 -0.5991 -2.1693 0.143
N 1.6659 0.4301 2.2756 -0.180
C 3.0981 0.1717 2.4483 -0.159
C 4.0319 0.3547 1.4149 -0.109
C 3.6842 0.8137 -0.0205 -0.357
C 4.2183 -0.1474 -1.0918 -0.049
C 4.2312 2.2173 -0.3022 -0.052
C 5.3772 0.1206 1.7053 -0.017
C 5.7675 -0.2913 2.9743 -0.033
C 4.8211 -0.4518 3.9855 -0.016
C 3.4779 -0.2366 3.7200 -0.162
C 2.4198 -0.3692 4.7996 -0.413
C 2.4326 0.8475 5.7036 -0.029
C 2.5331 -1.6767 5.5705 -0.041
C 1.1607 1.6768 2.6849 -0.113
C -0.1912 1.6849 2.7447 -0.114
H -3.2861 3.1721 1.0897 0.079
H -3.2972 3.0527 -0.6879 0.088
H -4.6614 2.4294 0.2483 0.085
H -1.8035 1.2858 0.2304 0.124
H -2.9326 -0.6675 -0.8508 0.080
H -4.4782 0.2061 -0.8542 0.080
H -3.1218 0.8217 -1.7864 0.079
H -5.2463 0.2920 1.2521 0.121
H -5.8105 -0.6651 3.4887 0.117
H -4.0080 -0.9968 5.1836 0.118
H -0.3637 -0.4548 4.3801 -0.005
H -1.4959 -2.6096 5.0250 0.099
H -0.5194 -1.8754 6.3104 0.071
H -2.2907 -1.7309 6.3650 0.090
H -1.1616 1.7078 5.2466 0.082
H -2.2963 0.8538 6.3237 0.102
H -0.5308 0.7065 6.5675 0.077
H 2.5889 0.8322 -0.0998 0.121
H 3.6691 -1.0960 -1.0982 0.090
H 4.1189 0.2711 -2.0990 0.060
H 5.2832 -0.3772 -0.9541 0.081
H 3.9109 2.9092 0.4857 0.079
H 5.3299 2.1898 -0.3227 0.088
H 3.8853 2.5917 -1.2757 0.074
H 6.1157 0.2360 0.9113 0.120
H 6.8129 -0.4816 3.1975 0.116
H 5.0983 -0.7642 4.9891 0.120
H 1.4018 -0.3837 4.3099 -0.003
H 2.2356 1.7747 5.1475 0.083
H 1.6771 0.7677 6.4934 0.076
H 3.4251 0.9245 6.1647 0.100
H 2.5729 -2.5397 4.8943 0.098
H 3.4419 -1.6657 6.1841 0.091
H 1.6748 -1.8143 6.2375 0.071
H 1.8203 2.5256 2.8483 0.141
H -0.8260 2.5425 2.9634 0.142
C -6.0121 0.5705 -4.0638 -0.073
N -5.0915 -0.2456 -4.8421 -0.255
C -5.4090 -0.3356 -6.2569 -0.080
C -3.7414 -0.2974 -4.4435 -0.269
C -3.3143 -1.3896 -3.6624 -0.003
C -2.0151 -1.4063 -3.1897 -0.073
C -1.0980 -0.4463 -3.6364 -0.168
C 0.3248 -0.5996 -3.2165 -0.154
C 1.3534 0.4548 -3.6059 -0.112
C 2.5222 -0.1770 -4.0412 -0.140
C 3.5995 0.5627 -4.5153 -0.038
C 3.5193 1.9416 -4.5304 -0.082
C 2.4032 2.5786 -3.9778 -0.078
C 1.3181 1.8379 -3.4657 -0.033
C 2.3328 -1.6252 -3.9292 -0.123
C 1.0099 -1.9012 -3.5334 -0.106
C 0.4781 -3.1719 -3.5881 -0.019
C 1.2641 -4.1949 -4.1360 -0.061
C 2.5872 -3.9237 -4.5237 -0.072
C 3.1472 -2.6586 -4.3709 -0.014
C -1.5303 0.6594 -4.3600 -0.018
C -2.8452 0.7332 -4.7974 0.006
H -5.7324 0.5018 -3.0030 0.073
H -5.9722 1.6250 -4.3783 0.083
H -7.0314 0.1932 -4.2027 0.084
H -4.7642 -1.0836 -6.7348 0.093
H -6.4516 -0.6513 -6.3472 0.083
H -5.2610 0.6226 -6.7777 0.080
H -4.0130 -2.1951 -3.4289 0.126
H -1.6903 -2.1482 -2.4727 0.104
H 4.4675 0.0365 -4.8965 0.117
H 4.3053 2.5495 -4.9862 0.111
H 2.3647 3.6575 -3.9442 0.100
H 0.5165 2.3286 -2.9226 0.115
H -0.5230 -3.4173 -3.2499 0.094
H 0.8166 -5.1644 -4.2807 0.100
H 3.1472 -4.7474 -4.9709 0.106
H 4.1597 -2.4157 -4.6589 0.110
H -0.8381 1.4660 -4.5902 0.102
H -3.1729 1.5569 -5.4365 0.121
```

Its total charge is +1. For the electronic energy, the calculation gives -2329.31326 Ha.

***

Energy relative to the best compared isomer or geometry (same formula, charge and spin) (computed, kJ/mol): 0.0, 180.3
Frontier orbital gap (computed, eV): 6.08, 5.23
E_HOMO (computed, eV): -4.112, -9.725